(1)
Density functional theory data (ωB97M-V/def2-TZVPD) for a 2-piece molecular cluster, C4H4I2O2S overall at a distorted geometry.

Results
Total charge: 0
Gap between HOMO and LUMO (alpha / beta), eV: 7.59 / 7.59

Positions of all 13 atoms, in Å:
C -0.3454 -0.5292 2.5465
C 0.0711 1.4910 -2.0326
C 0.6282 -0.3492 1.7585
C -0.6446 0.6025 -1.3749
O -0.7583 -1.9625 -0.7520
O 1.5256 -1.0963 -1.3015
S 0.2034 -0.9185 -0.7312
I 2.7334 -0.3607 1.7683
I -2.6519 0.8458 -0.8708
H -0.2386 -0.7516 3.5496
H -1.3410 -0.9558 2.2060
H -0.2599 2.4347 -2.5677
H 1.0779 1.5495 -2.1982

---

(2)
Density functional theory data (ωB97M-V/def2-TZVPD) for the molecule C3H5Cl at a distorted geometry.

Results
Total charge: 0
Gap between HOMO and LUMO, eV: 10.76
SMILES: C=C(C)Cl

Positions of all 9 atoms, in Å:
C 1.1439 -1.2094 -0.0114
C 0.5089 0.1236 -0.0002
C 1.0599 1.2997 -0.0329
H 2.2327 -1.1353 -0.1557
H 0.4812 -1.6892 -0.7545
H 0.8398 -1.6997 0.9493
H 2.1928 1.3056 0.0911
H 0.5327 2.2259 0.0980
Cl -1.3268 -0.0171 0.0023

---

(3)
Density functional theory data (ωB97M-V/def2-TZVPD) for C26H35AsF3FeN6 as an isolated structure.

Results
Total charge: +1
Gap between HOMO and LUMO, eV: 7.68

Positions of all 72 atoms, in Å:
Fe -0.7692 -0.8549 -0.1727
C -2.2548 -2.9146 1.1705
C -1.6996 -3.6715 -0.0227
N -1.1880 -2.7341 -1.0484
C 0.0814 -3.1867 -1.6474
C 1.2347 -2.7596 -0.7777
C 2.4761 -3.3699 -0.7175
C 3.4736 -2.7595 0.0303
C 3.2263 -1.5527 0.6709
C 1.9610 -1.0002 0.5652
C 1.5520 0.3648 1.0586
N 0.1054 0.3975 1.3267
C -0.2293 -0.1242 2.6714
C -1.4820 -0.9707 2.6175
N -1.2444 -1.9194 1.5299
N 1.0003 -1.6335 -0.1067
H -2.4914 -3.6033 1.9881
H -3.1699 -2.4012 0.8880
H -2.4443 -4.3557 -0.4319
H -0.8576 -4.2836 0.3132
H -1.8629 -2.5833 -1.7893
H 0.1898 -2.6661 -2.6012
H 0.0967 -4.2649 -1.8295
H 2.6627 -4.2904 -1.2537
H 4.4528 -3.2150 0.0974
H 4.0029 -1.0453 1.2269
H 1.7479 1.0747 0.2509
H 2.1484 0.6650 1.9258
H -0.2138 1.3658 1.2509
H -0.3319 0.6824 3.4012
H 0.6031 -0.7508 3.0074
H -2.3429 -0.3553 2.3609
H -1.6710 -1.4482 3.5844
H -0.3799 -2.4165 1.7346
F -0.4003 2.7403 -8.8973
C 0.4181 1.7180 -8.5806
F 0.0843 0.6962 -9.3924
F 1.6648 2.0921 -8.9036
C 0.2897 1.3368 -7.1334
C 1.3776 1.3854 -6.2777
C 1.2264 1.0231 -4.9483
C -0.0122 0.6083 -4.4573
C -1.1017 0.5702 -5.3358
C -0.9522 0.9298 -6.6614
C -0.1673 0.2247 -3.0800
C -0.2632 -0.0775 -1.9025
H 2.3418 1.7044 -6.6482
H 2.0731 1.0582 -4.2758
H -2.0672 0.2535 -4.9631
H -1.7992 0.8954 -7.3349
N -4.6673 0.9228 -0.2694
C -3.9407 1.8235 -1.0073
C -2.6665 1.3567 -1.0060
N -2.5952 0.1808 -0.2733
C -3.8277 -0.0459 0.1412
H -5.6519 0.9683 -0.0702
H -4.3874 2.6862 -1.4680
H -1.7958 1.7587 -1.4888
H -4.1638 -0.8627 0.7547
C -0.1250 4.2870 2.8811
As -0.9492 3.8181 1.1672
C -0.6118 5.5014 0.2431
C -2.8061 4.1524 1.6812
H -0.4494 5.2730 3.2137
H 0.9599 4.2853 2.7795
H -0.4041 3.5518 3.6367
H -0.9051 6.3430 0.8700
H -1.1789 5.5264 -0.6862
H 0.4472 5.5808 0.0024
H -2.8842 5.0715 2.2619
H -3.1839 3.3188 2.2741
H -3.4157 4.2420 0.7835

---

(4)
Density functional theory data (ωB97M-V/def2-TZVPD) for C6H11N3 as an isolated structure at a distorted geometry.

Results
Total charge: 0
Gap between HOMO and LUMO, eV: 8.61

Positions of all 20 atoms, in Å:
C 1.9992 -1.1014 -0.0449
C -0.1768 -0.2560 -0.8198
C -0.0175 1.0221 0.0908
C -0.2371 0.0178 1.2827
C -1.5572 -0.4608 0.7876
C -1.5327 -0.4954 -0.6518
H 2.4122 0.0880 -0.2198
H 2.1070 -1.9413 -0.8813
H 2.2833 -1.7127 0.7982
H 0.3195 -0.5306 -1.7945
H -0.8242 1.7086 -0.0642
H 2.1788 1.1985 -0.4125
H 0.9072 2.9756 -0.4507
H 0.0737 0.2662 2.2634
H -1.9990 -1.3466 1.4196
H -3.4749 0.4096 -0.3521
H -1.9680 -1.1796 -1.4898
N 0.5505 -1.0193 0.4250
N 1.2411 1.8650 0.1198
N -2.2850 0.4923 -0.0058